ORCA calculation (wB97M-V/def2-TZVPD) on a 2-piece molecular cluster, C20H35BrO8S overall at a distorted geometry.

* energy: -118565.0827 eV
* HOMO level: 0.2 eV
* total charge: -2

Last column: Löwdin charge in e.
Positions of all 65 atoms, in Å:
C 4.4851 3.0421 -0.1129  -0.0916
C 5.0576 1.6318 0.1519  -0.2626
C 4.7040 0.6044 -0.9187  -0.2114
C 3.1887 0.3960 -1.1405  -0.1579
C 2.6499 -0.9812 -0.7048  -0.1212
C 1.5947 -0.9417 0.3949  -0.3308
C 2.3751 -0.5757 1.7203  -0.1698
C 2.4946 -1.7034 2.7505  -0.6519
C 1.4408 -1.6711 3.8624  -0.1301
Br 4.2822 -1.4718 3.6429  0.6034
C 0.5368 0.1805 0.2581  -0.0059
C -0.5507 -0.2702 1.2018  -0.4032
O -1.4206 0.3602 1.7875  0.1172
O -0.3676 -1.6153 1.4072  0.0202
C 0.6530 -2.1423 0.5538  -0.2404
C 0.1276 -2.7933 -0.7278  -0.1080
C -1.1500 -2.1878 -1.3410  -0.1832
C -2.4679 -2.5696 -0.7035  -0.2004
C -3.6251 -1.7747 -1.3347  -0.1828
C -3.3217 -0.2763 -1.4456  -0.1696
C -3.8053 0.5476 -0.2725  -0.1788
O -5.1198 1.1116 -0.5578  -0.0244
C -5.3395 2.3044 0.0607  -0.5154
C -5.4926 2.2017 1.5742  0.0038
O -5.4709 3.3605 -0.5186  0.1245
H 3.9531 3.3790 0.7711  0.0666
H 5.2677 3.7707 -0.2870  0.0590
H 3.7717 3.0377 -0.9261  0.0727
H 4.7873 1.3131 1.1536  0.0806
H 6.1431 1.7212 0.1569  0.0915
H 5.1647 -0.3400 -0.6338  0.0959
H 5.1698 0.9336 -1.8435  0.1040
H 3.0032 0.5007 -2.2024  0.1182
H 2.6672 1.2187 -0.6674  0.0956
H 3.4889 -1.5766 -0.3461  0.1129
H 2.2956 -1.4952 -1.5911  0.1012
H 3.3750 -0.2528 1.4777  0.0508
H 1.8872 0.2537 2.2188  0.1201
H 2.5701 -2.6792 2.2994  0.0689
H 0.6880 -2.4270 3.6775  0.0758
H 1.9148 -1.8735 4.8129  0.0360
H 0.9744 -0.6963 3.8962  0.0811
H 0.8826 1.1768 0.5009  0.1360
H 0.2250 0.3030 -0.7777  0.1499
H 1.0229 -2.9730 1.1516  0.1333
H 0.8808 -2.7595 -1.5063  0.0954
H -0.0668 -3.8514 -0.5603  0.1092
H -1.1595 -2.5205 -2.3762  0.1270
H -1.0044 -1.1201 -1.3640  0.0786
H -2.4901 -2.4587 0.3765  0.1020
H -2.6337 -3.6338 -0.8964  0.1004
H -3.9226 -2.2009 -2.2890  0.1005
H -4.4986 -1.8901 -0.6902  0.1016
H -3.8512 0.0940 -2.3138  0.1098
H -2.2909 -0.0236 -1.6320  0.0772
H -3.8368 -0.0137 0.6657  0.1018
H -3.1121 1.3786 -0.1564  0.0993
H -5.0653 3.0769 2.0406  0.0770
H -5.0214 1.2955 1.9362  0.0611
H -6.5536 2.1441 1.7992  0.0718
O -2.0305 2.8564 -1.5949  -0.4827
S -2.0202 2.8956 -3.0975  0.1741
O -2.9419 3.9475 -3.5930  -0.4811
O -2.4608 1.5587 -3.6022  -0.4872
O -0.6310 3.1639 -3.5754  -0.5155